# 1
Density functional theory data (ωB97M-V with the def2-TZVPD basis set) for an isolated molecule of C3H7N3S in a non-equilibrium geometry.

Output
* gap between HOMO and LUMO: 9.135 eV
* charge: 0
* energy above the lowest of the compared OMol25 structures with the same formula, charge and spin: 29.89 kcal/mol
* E_LUMO: 0.66 eV
* highest occupied orbital energy: -0.3113 Ha
* SMILES: [H]/N=C(\C)N/C=N\S

```
14
Properties=species:S:1:pos:R:3:lowdin_charge:R:1
C -2.52 1.30 0.02 -0.04
C -1.84 -0.03 -0.01 -0.53
C 0.44 -0.97 0.06 -0.31
H -2.27 1.79 1.01 0.10
H -3.65 1.19 -0.05 0.10
H -2.15 1.93 -0.79 0.07
H -3.45 -1.06 -0.32 0.08
H -0.08 1.06 0.13 0.10
H -0.03 -2.00 0.22 0.14
H 3.65 0.13 0.41 -0.14
N -2.42 -1.16 -0.06 0.11
N -0.46 0.10 0.09 0.03
N 1.76 -0.95 0.00 -0.40
S 2.46 0.58 -0.07 0.67
```


# 2
Density functional theory data (ωB97M-V with the def2-TZVPD basis set) for an isolated molecule of C24H32N4O3S.

Output
* gap between HOMO and LUMO: 8.002 eV
* charge: 0
* energy above the lowest of the compared OMol25 structures with the same formula, charge and spin: 54.67 kcal/mol
* E_LUMO: 0.05 eV
* highest occupied orbital energy: -0.2921 Ha
* SMILES: CCCCNC(=S)N/N=C/c1ccc(OCC(=O)Nc2c(C)cc(C)cc2C)c(OC)c1

```
64
Properties=species:S:1:pos:R:3:lowdin_charge:R:1
C 2.08 0.08 3.27 -0.10
C 0.58 0.33 3.14 -0.24
C -0.12 -0.68 2.23 -0.20
H -1.00 -0.21 1.78 0.10
H 0.54 -0.97 1.41 0.10
C -0.61 -1.94 2.95 -0.20
N 0.43 -2.68 3.64 0.00
C 1.32 -3.55 3.15 -0.89
N 1.35 -3.92 1.84 -0.02
N 0.65 -3.34 0.86 0.04
C 0.93 -3.57 -0.36 -0.08
C 0.23 -2.87 -1.41 -0.21
C 0.78 -2.75 -2.68 -0.04
C 0.18 -1.91 -3.60 0.00
C -0.99 -1.22 -3.31 -0.22
C -1.63 -1.45 -2.07 -0.19
C -0.99 -2.24 -1.14 0.04
H -1.42 -2.40 -0.16 0.10
O -2.84 -0.86 -1.85 -0.10
C -3.55 -1.19 -0.68 -0.07
H -4.50 -0.66 -0.76 0.10
H -3.74 -2.27 -0.63 0.10
H -3.02 -0.88 0.22 0.08
O -1.39 -0.35 -4.29 -0.02
C -2.27 0.72 -4.02 -0.07
H -3.26 0.38 -3.72 0.13
C -1.81 1.76 -2.99 -0.44
O -2.48 2.76 -2.80 0.08
N -0.66 1.46 -2.35 0.16
C -0.02 2.13 -1.29 -0.13
C 1.37 2.26 -1.36 -0.20
C 2.05 2.88 -0.32 -0.01
C 1.37 3.37 0.79 -0.28
C 0.00 3.20 0.85 -0.02
C -0.71 2.58 -0.16 -0.18
C -2.19 2.37 0.00 -0.03
H -2.48 2.49 1.04 0.08
H -2.74 3.09 -0.61 0.08
H -2.47 1.38 -0.35 0.06
H -0.54 3.57 1.71 0.12
C 2.13 4.04 1.90 -0.05
H 2.62 4.94 1.53 0.08
H 1.47 4.31 2.71 0.08
H 2.91 3.37 2.28 0.08
H 3.12 2.98 -0.38 0.12
C 2.12 1.74 -2.55 -0.03
H 2.08 0.65 -2.59 0.08
H 1.70 2.14 -3.48 0.09
H 3.17 2.04 -2.50 0.08
H -0.10 0.73 -2.76 0.12
H -2.37 1.24 -4.98 0.14
H 0.62 -1.75 -4.57 0.13
H 1.70 -3.26 -2.93 0.11
H 1.76 -4.23 -0.65 0.13
H 2.11 -4.57 1.61 0.12
S 2.44 -4.24 4.15 0.57
H 0.58 -2.46 4.61 0.12
H -1.35 -1.66 3.71 0.12
H -1.09 -2.60 2.23 0.10
H 0.45 1.33 2.71 0.08
H 0.12 0.32 4.13 0.11
H 2.53 0.83 3.91 0.07
H 2.56 0.14 2.29 0.07
H 2.29 -0.90 3.69 0.05
```


# 3
Density functional theory data (ωB97M-V with the def2-TZVPD basis set) for a cluster of 9 separate species, C36H51N3O12 in total in a non-equilibrium geometry.

Output
* gap between HOMO and LUMO: 7.836 eV
* charge: 0
* energy above the lowest of the compared OMol25 structures with the same formula, charge and spin: 214.40 kcal/mol
* E_LUMO: -1.22 eV
* highest occupied orbital energy: -0.3329 Ha
* SMILES: O=[N+]([O-])c1ccccc1.O=[N+]([O-])c1ccccc1.O=[N+]([O-])c1ccccc1.CC(C)=O.CC(C)=O.CC(C)=O.CC(C)=O.CC(C)=O.CC(C)=O

```
102
Properties=species:S:1:pos:R:3:lowdin_charge:R:1
C 2.88 8.54 -0.74 -0.07
C 3.50 7.32 -0.84 -0.07
C 2.95 6.24 -0.15 0.00
C 1.67 6.30 0.40 -0.16
C 1.03 7.54 0.49 0.00
C 1.69 8.63 -0.03 -0.07
N 1.08 5.08 0.89 -0.33
O -0.14 5.09 0.97 0.07
O 1.78 4.13 1.20 0.08
H 3.27 9.44 -1.19 0.11
H 4.46 7.20 -1.33 0.11
H 3.52 5.33 -0.06 0.12
H 0.09 7.60 1.01 0.12
H 1.13 9.56 -0.04 0.11
C 0.34 3.49 -2.92 -0.07
C -0.95 3.13 -2.60 -0.07
C -1.59 2.07 -3.28 -0.01
C -0.98 1.47 -4.37 -0.16
C 0.29 1.86 -4.75 -0.02
C 0.96 2.82 -3.99 -0.06
N -1.64 0.32 -5.03 -0.35
O -1.42 0.24 -6.23 0.08
O -2.42 -0.37 -4.40 0.09
H 0.74 4.43 -2.57 0.10
H -1.56 3.65 -1.87 0.10
H -2.59 1.78 -3.01 0.12
H 0.78 1.50 -5.64 0.12
H 1.94 3.14 -4.32 0.11
C -0.40 -4.19 0.91 -0.07
C -0.65 -5.16 -0.08 -0.07
C -1.01 -6.44 0.31 -0.01
C -1.10 -6.76 1.69 -0.15
C -0.92 -5.78 2.65 0.02
C -0.56 -4.48 2.23 -0.06
N -1.58 -8.09 2.03 -0.36
O -1.61 -8.41 3.21 0.07
O -1.91 -8.84 1.13 0.06
H -0.01 -3.22 0.62 0.09
H -0.36 -4.96 -1.10 0.09
H -1.13 -7.21 -0.44 0.11
H -1.09 -6.02 3.69 0.12
H -0.40 -3.74 3.01 0.11
C -4.10 -2.94 -1.57 -0.02
C -4.26 -3.11 -0.08 -0.48
O -4.34 -2.16 0.67 0.06
C -4.06 -4.52 0.47 -0.01
H -3.46 -3.66 -2.10 0.08
H -3.75 -1.95 -1.86 0.07
H -5.10 -3.09 -1.98 0.09
H -3.31 -4.97 -0.17 0.05
H -5.01 -5.04 0.48 0.09
H -3.70 -4.50 1.50 0.08
C 4.93 -2.99 0.37 -0.02
C 4.58 -1.61 -0.13 -0.50
O 4.89 -1.23 -1.24 0.05
C 3.66 -0.79 0.74 -0.02
H 3.98 -3.53 0.30 0.09
H 5.25 -3.00 1.41 0.08
H 5.65 -3.50 -0.26 0.08
H 3.87 0.27 0.56 0.09
H 3.84 -1.03 1.79 0.07
H 2.63 -0.95 0.43 0.07
C 1.17 -1.31 -3.80 -0.02
C 1.00 -2.65 -3.13 -0.47
O 0.14 -2.85 -2.29 0.05
C 1.88 -3.79 -3.60 -0.01
H 0.57 -0.63 -3.18 0.07
H 0.99 -1.19 -4.86 0.09
H 2.20 -0.96 -3.67 0.09
H 2.66 -3.48 -4.29 0.08
H 1.28 -4.49 -4.18 0.09
H 2.30 -4.28 -2.72 0.08
C -3.70 3.90 1.26 -0.02
C -3.18 2.83 2.20 -0.49
O -3.34 1.66 1.95 0.07
C -2.42 3.26 3.45 -0.02
H -4.75 4.10 1.48 0.09
H -3.52 3.60 0.23 0.07
H -3.16 4.85 1.32 0.07
H -2.68 4.28 3.75 0.08
H -1.35 3.25 3.28 0.07
H -2.65 2.59 4.27 0.09
C -1.47 -0.12 -0.22 0.00
C -0.33 0.13 0.74 -0.45
O 0.30 -0.78 1.23 0.04
C 0.16 1.57 0.79 -0.02
H -1.70 0.76 -0.81 0.05
H -2.35 -0.40 0.37 0.08
H -1.25 -0.91 -0.94 0.07
H -0.43 2.18 1.48 0.06
H 0.21 2.01 -0.20 0.07
H 1.21 1.58 1.07 0.07
C 2.02 -1.50 4.51 -0.02
C 0.72 -0.75 4.74 -0.49
O -0.21 -1.24 5.34 0.07
C 0.60 0.67 4.25 -0.02
H 2.85 -0.82 4.70 0.08
H 2.05 -1.79 3.46 0.07
H 2.03 -2.40 5.12 0.08
H 0.95 0.79 3.21 0.05
H 1.36 1.36 4.64 0.09
H -0.42 1.05 4.25 0.07
```


# 4
Density functional theory data (ωB97M-V with the def2-TZVPD basis set) for an isolated molecule of CH4N6O in a non-equilibrium geometry.

Output
* gap between HOMO and LUMO: 9.687 eV
* charge: 0
* energy above the lowest of the compared OMol25 structures with the same formula, charge and spin: 65.30 kcal/mol
* E_LUMO: 0.06 eV
* highest occupied orbital energy: -0.3536 Ha
* SMILES: N/N=c1/nnon1N

```
12
Properties=species:S:1:pos:R:3:lowdin_charge:R:1
C -0.21 -0.43 0.02 -0.44
H -3.26 -0.67 -0.43 0.05
H -2.28 0.48 -0.93 0.06
H -0.14 1.37 1.52 0.13
H -0.69 2.34 0.22 0.05
N -2.48 -0.14 -0.16 0.03
N -1.36 -0.99 0.15 0.07
N 0.88 -1.31 0.37 0.07
N 1.92 -0.81 0.08 0.04
N 0.18 0.82 -0.46 -0.04
N -0.01 1.76 0.56 0.08
O 1.72 0.46 -0.53 -0.10
```


# 5
Density functional theory data (ωB97M-V with the def2-TZVPD basis set) for a structure of composition C15H25INO5P2Ru in a non-equilibrium geometry.

Output
* gap between HOMO and LUMO (alpha / beta): 7.443 / 5.409 eV
* charge: +2
* energy above the lowest of the compared OMol25 structures with the same formula, charge and spin: 0.00 kcal/mol
* multiplicity: 6
* E_LUMO (alpha / beta): -6.77 / -10.40 eV
* highest occupied orbital energy (alpha / beta): -0.5224 / -0.5808 Ha

```
50
Properties=species:S:1:pos:R:3:lowdin_charge:R:1
C 1.04 3.03 -1.09 -0.27
I -1.05 0.88 1.94 0.79
H 0.77 3.78 -0.33 0.04
H 0.54 3.26 -2.04 0.01
H 2.13 3.02 -1.22 0.01
Ru 0.40 1.27 -0.29 0.63
P -1.80 2.03 -0.96 0.67
C -2.27 0.98 -2.39 -0.24
C -3.37 1.99 0.03 -0.32
H -4.17 2.53 -0.52 0.07
H -3.01 3.93 -1.93 0.07
H -3.20 2.47 0.99 0.01
H -1.69 4.46 -0.85 0.07
H -2.22 -0.07 -2.07 0.05
H -3.68 0.96 0.20 0.04
C -1.97 3.74 -1.63 -0.24
H -3.30 1.22 -2.71 0.08
H -1.32 3.88 -2.50 0.05
H -1.57 1.15 -3.21 0.05
P 2.48 1.43 0.96 0.76
C 3.82 0.34 0.39 -0.21
C 3.32 3.05 1.11 -0.24
H 1.44 1.54 3.14 -0.01
H 3.18 1.12 3.28 0.08
H 1.98 -0.11 2.73 0.04
C 2.26 0.95 2.71 -0.28
H 2.63 3.80 1.49 0.06
H 4.17 2.96 1.80 0.07
H 4.77 0.61 0.86 0.07
H 3.89 0.42 -0.70 0.06
H 3.70 3.37 0.13 0.06
H 3.55 -0.69 0.65 0.04
C 0.86 0.55 -1.93 -0.29
O 1.13 0.19 -3.01 0.18
O 1.85 -2.38 -1.42 0.29
C 1.22 -2.13 -0.38 -0.54
O 1.30 -1.14 0.42 -0.15
C 0.16 -3.14 0.04 -0.09
C -0.86 -3.47 -0.86 0.03
C -1.91 -4.29 -0.46 0.06
C -1.87 -4.84 0.84 -0.10
C -0.83 -4.55 1.75 0.06
C 0.19 -3.70 1.33 0.03
N -2.84 -5.82 1.22 -0.30
O -3.75 -6.11 0.42 0.10
O -2.76 -6.33 2.36 0.10
H -0.82 -3.11 -1.89 0.14
H -2.74 -4.54 -1.11 0.13
H -0.84 -5.00 2.74 0.14
H 1.03 -3.49 1.99 0.14
```